(1)
# C43H68FGeN4O4RbSi3

A molecular structure, C43H68FGeN4O4RbSi3 (wB97M-V/def2-TZVPD, the OMol25 dataset).

Geometry as XYZ:
```
125
Properties=species:S:1:pos:R:3:mulliken_spin:R:1
Rb -0.595 -0.282 0.305 0.3376
C -3.238 -1.926 3.171 -0.0009
C -3.048 -2.299 1.727 0.0042
C -3.765 -1.642 0.731 -0.0051
C -3.590 -1.952 -0.612 0.0128
C -4.382 -1.238 -1.672 0.0001
C -2.661 -2.930 -0.960 -0.0056
C -1.951 -3.622 0.015 0.0058
C -1.030 -4.754 -0.357 -0.0004
C -2.154 -3.297 1.353 -0.0034
H -4.291 -1.747 3.392 0.0001
H -2.691 -1.004 3.389 -0.0001
H -2.874 -2.711 3.834 0.0000
H -4.492 -0.889 1.017 0.0002
H -3.790 -0.424 -2.095 0.0147
H -5.292 -0.805 -1.258 0.0007
H -4.659 -1.913 -2.482 -0.0001
H -2.530 -3.186 -2.008 -0.0009
H -0.454 -4.517 -1.253 0.0000
H -1.611 -5.655 -0.565 0.0000
H -0.335 -4.975 0.452 0.0000
H -1.623 -3.851 2.121 0.0002
F 6.556 -0.780 3.306 0.0000
C 5.560 0.077 3.646 0.0000
C 4.427 0.103 2.883 -0.0001
C 3.363 0.931 3.236 -0.0004
C 2.145 0.918 2.415 0.0007
O 2.040 0.180 1.434 -0.0054
C 1.091 1.792 2.872 0.0024
C 1.257 2.528 3.985 -0.0013
N 2.413 2.555 4.729 0.0003
C 2.482 3.358 5.921 -0.0001
C 3.374 4.569 5.941 0.0000
C 1.885 4.728 5.925 0.0000
C 3.468 1.742 4.382 0.0003
C 4.650 1.707 5.133 0.0001
C 5.707 0.885 4.776 0.0001
N 6.886 0.921 5.580 0.0000
C 6.799 0.280 6.879 0.0000
C 7.864 0.866 7.796 0.0000
N 9.207 0.654 7.165 0.0000
C 9.265 1.286 5.805 0.0000
C 8.169 0.668 4.949 0.0000
C -0.232 1.653 2.113 0.0210
O -1.045 0.873 2.644 -0.0002
O -0.329 2.216 1.007 -0.0941
H 4.328 -0.530 2.010 -0.0001
H 0.461 3.152 4.368 0.0004
H 2.406 2.778 6.835 0.0000
H 3.915 4.798 5.033 0.0000
H 3.912 4.799 6.851 0.0000
H 1.426 5.092 5.016 0.0000
H 1.394 5.054 6.830 0.0000
H 4.770 2.344 5.997 0.0000
H 6.939 -0.814 6.809 0.0000
H 5.820 0.459 7.317 0.0000
H 7.852 0.400 8.780 0.0000
H 7.717 1.939 7.896 0.0000
H 9.361 -0.351 7.057 0.0000
H 9.947 1.019 7.765 0.0000
H 10.249 1.116 5.372 0.0000
H 9.096 2.354 5.929 0.0000
H 8.379 -0.405 4.821 0.0000
H 8.192 1.129 3.964 0.0000
O 1.092 0.313 -2.145 -0.1859
C 2.376 -0.098 -1.685 0.0339
C 2.817 -1.390 -2.367 -0.0035
C 1.896 -2.571 -2.017 0.0037
C 2.110 -3.027 -0.601 0.0002
C 3.155 -3.896 -0.290 -0.0001
C 3.385 -4.230 1.032 -0.0005
C 2.566 -3.686 2.011 0.0016
C 1.534 -2.854 1.609 0.0008
N 1.301 -2.536 0.338 0.0076
H 1.171 0.513 -3.085 0.0424
H 2.281 -0.240 -0.612 -0.0071
H 3.112 0.693 -1.861 0.0011
H 3.846 -1.618 -2.075 0.0003
H 2.803 -1.239 -3.451 -0.0001
H 2.092 -3.398 -2.703 0.0005
H 0.858 -2.254 -2.137 0.0013
H 3.774 -4.302 -1.081 0.0001
H 4.188 -4.907 1.296 0.0000
H 2.718 -3.911 3.058 0.0001
H 0.856 -2.426 2.342 -0.0010
C -1.755 2.706 -5.578 0.0483
Si -1.430 1.265 -4.384 0.0488
C -2.893 0.078 -4.618 -0.0009
C 0.050 0.295 -5.105 -0.0019
Ge -1.146 2.122 -2.072 0.5583
Si 0.510 3.861 -2.332 0.0255
C 1.944 3.360 -3.480 0.0016
C 1.233 4.441 -0.686 -0.0094
C -0.331 5.336 -3.191 0.0470
Si -3.137 3.356 -1.348 0.0695
C -4.035 4.258 -2.759 0.0337
C -2.563 4.596 -0.041 0.0017
C -4.419 2.223 -0.534 -0.0052
H -1.995 2.333 -6.577 0.0022
H -0.893 3.371 -5.667 -0.0035
H -2.601 3.304 -5.231 -0.0059
H -2.978 -0.200 -5.672 -0.0003
H -3.837 0.537 -4.316 0.0020
H -2.766 -0.842 -4.045 0.0020
H -0.158 0.043 -6.147 -0.0007
H 0.207 -0.648 -4.573 0.0018
H 0.987 0.862 -5.096 0.0011
H 2.618 2.647 -2.999 0.0011
H 2.530 4.243 -3.745 0.0008
H 1.578 2.916 -4.410 0.0012
H 1.321 3.594 -0.004 0.0080
H 0.565 5.163 -0.213 0.0009
H 2.214 4.908 -0.806 -0.0014
H -0.835 5.021 -4.107 -0.0069
H 0.398 6.106 -3.456 0.0005
H -1.079 5.794 -2.540 -0.0068
H -3.365 4.922 -3.308 -0.0047
H -4.853 4.862 -2.358 0.0052
H -4.465 3.549 -3.470 -0.0017
H -2.117 5.493 -0.476 0.0000
H -1.812 4.113 0.590 0.0022
H -3.395 4.907 0.595 0.0018
H -4.902 1.572 -1.264 0.0020
H -5.197 2.818 -0.051 -0.0023
H -3.947 1.601 0.231 0.0059
```

Summary:
* relative energy (zero: lowest compared OMol25 entry of this formula, charge and spin): 0.941 eV
* largest force on an atom: 1.78 eV/A
* HOMO energy (alpha / beta): -7.98 / -9.14 eV
* electronic energy: -143363.953 eV
* spin multiplicity: 2
* net charge: +1
* LUMO energy (alpha / beta): -3.23 / -3.23 eV

(2)
# C3H5ClO2

C3H5ClO2 in the gas phase (wB97M-V/def2-TZVPD, the OMol25 dataset).

Geometry as XYZ:
```
11
Properties=species:S:1:pos:R:3:nbo_charge:R:1
C 1.643 -0.934 -0.124 -0.2773
C -0.243 0.578 -0.203 0.7788
C -1.720 0.728 0.190 -0.5245
H 2.130 -0.305 0.651 0.2032
H 2.289 -0.846 -1.032 0.2074
H 1.709 -1.991 0.177 0.1989
H -1.613 0.676 1.356 0.2445
H -1.957 1.822 -0.037 0.2501
O 0.110 -0.730 -0.182 -0.5157
O 0.533 1.470 -0.472 -0.5811
Cl -2.879 -0.469 -0.325 0.0157
```

Summary:
* relative energy (zero: lowest compared OMol25 entry of this formula, charge and spin): 1.036 eV
* largest force on an atom: 3.67 eV/A
* HOMO energy: -10.51 eV
* electronic energy: -19808.796 eV
* structure (SMILES): COC(=O)CCl
* spin multiplicity: 1
* net charge: 0
* LUMO energy: 0.82 eV

(3)
# C5H4O2

C5H4O2 in the gas phase (wB97M-V/def2-TZVPD, the OMol25 dataset).

Geometry as XYZ:
```
11
Properties=species:S:1:pos:R:3:nbo_charge:R:1
C 0.180 -0.063 1.013 -0.5276
C -1.142 0.393 0.646 0.0419
C 0.616 -0.333 2.217 0.8592
C 0.595 -0.430 -0.412 -0.4105
C -0.763 0.120 -0.851 -0.0389
O 0.807 -0.427 3.328 -0.3639
O -0.737 0.933 -1.942 -0.6656
H 1.522 0.103 -0.908 0.2172
H 0.782 -1.525 -0.382 0.2163
H -1.539 -0.539 -1.064 0.2049
H -0.321 1.767 -1.645 0.4669
```

Summary:
* relative energy (zero: lowest compared OMol25 entry of this formula, charge and spin): 5.157 eV
* largest force on an atom: 2.95 eV/A
* HOMO energy: -8.31 eV
* electronic energy: -9339.025 eV
* spin multiplicity: 1
* net charge: 0
* LUMO energy: -0.47 eV

(4)
# C2H9NS

2 unconnected molecules or ions with the total composition C2H9NS (wB97M-V/def2-TZVPD, the OMol25 dataset).

Geometry as XYZ:
```
13
Properties=species:S:1:pos:R:3:nbo_charge:R:1
S -3.048 0.823 0.250 -0.3249
H -3.055 2.046 -0.393 0.1647
C 1.305 -1.126 0.720 -0.6290
C 0.872 -0.484 -0.566 -0.2316
N 0.840 0.986 -0.708 -0.8177
H 1.136 -2.176 0.735 0.2184
H 0.750 -0.804 1.542 0.2017
H 2.428 -0.864 0.933 0.2010
H -0.074 -0.879 -1.090 0.2041
H 1.668 -0.705 -1.408 0.1761
H 0.005 1.177 -0.050 0.3279
H 1.548 1.501 -0.295 0.3492
H -4.375 0.503 0.329 0.1602
```

Summary:
* relative energy (zero: lowest compared OMol25 entry of this formula, charge and spin): 1.189 eV
* largest force on an atom: 5.49 eV/A
* HOMO energy: -9.53 eV
* electronic energy: -14544.104 eV
* structure (SMILES): CCN.S
* spin multiplicity: 1
* net charge: 0
* LUMO energy: 0.75 eV

(5)
# C7H19N3O3Rb

A molecular structure, C7H19N3O3Rb (wB97M-V/def2-TZVPD, the OMol25 dataset).

Geometry as XYZ:
```
33
Properties=species:S:1:pos:R:3:mulliken_charge:R:1
Rb -13.557 5.222 0.964 0.7702
C -14.804 5.311 -2.172 -0.8308
O -14.941 6.113 -0.976 -0.2596
C -14.322 7.358 -1.008 -0.6104
C -14.322 8.088 0.398 -0.7681
N -13.406 7.446 1.340 -0.3918
C -11.994 7.526 0.848 -0.8515
C -10.959 7.048 1.943 -0.4432
O -11.121 7.698 3.203 -0.3414
C -10.650 9.091 3.094 -0.7342
H -15.058 4.282 -1.917 0.2664
H -13.766 5.288 -2.505 0.3658
H -15.363 5.701 -3.022 0.2921
H -14.973 8.023 -1.574 0.4172
H -13.327 7.466 -1.439 0.4757
H -15.285 8.148 0.905 0.4416
H -14.028 9.135 0.327 0.3979
H -13.601 7.751 2.283 0.2504
H -11.763 8.518 0.462 0.4058
H -11.991 6.801 0.034 0.5141
H -9.933 7.194 1.606 0.4353
H -11.191 5.986 2.029 0.1840
H -9.584 9.015 2.882 0.3210
H -10.833 9.707 3.974 0.2976
H -11.122 9.724 2.342 0.2617
C -14.623 4.422 3.233 1.0875
O -13.656 5.072 2.759 -0.8407
N -14.586 3.720 4.281 -0.4187
N -15.725 4.198 2.606 -0.4171
H -13.735 3.580 4.807 0.2089
H -15.447 3.537 4.775 0.2056
H -15.877 4.708 1.748 0.1065
H -16.496 3.681 3.004 0.2020
```

Summary:
* relative energy (zero: lowest compared OMol25 entry of this formula, charge and spin): 8.622 eV
* largest force on an atom: 19.86 eV/A
* HOMO energy: -11.96 eV
* electronic energy: -18822.758 eV
* spin multiplicity: 1
* net charge: +1
* LUMO energy: -2.70 eV

(6)
# C5H5O2S

A gas-phase ion, C5H5O2S (charge -1) (wB97M-V/def2-TZVPD, the OMol25 dataset).

Geometry as XYZ:
```
13
Properties=species:S:1:pos:R:3:mulliken_spin:R:1
C -2.181 0.817 -0.417 -0.1806
C -1.366 1.348 0.549 0.5104
C -1.896 -0.281 -1.126 0.7135
C 0.061 -0.437 0.381 0.5005
C 1.449 -0.779 -0.164 -0.0801
O -0.164 0.792 0.849 0.0626
O 1.497 -1.988 -0.832 -0.0403
S -2.459 -1.575 -1.922 0.4308
H -3.175 1.385 -0.396 0.0029
H -1.834 2.069 1.278 0.0122
H 1.643 0.068 -0.912 0.0376
H 2.181 -0.710 0.674 0.0150
H 0.616 -2.052 -1.190 0.0156
```

Summary:
* relative energy (zero: lowest compared OMol25 entry of this formula, charge and spin): 2.470 eV
* largest force on an atom: 3.44 eV/A
* HOMO energy (alpha / beta): -1.31 / -3.35 eV
* electronic energy: -20191.009 eV
* spin multiplicity: 3
* net charge: -1
* LUMO energy (alpha / beta): 3.80 / 3.64 eV